Entry 1:
The following is a DFT calculation (ωB97M-V/def2-TZVPD) of C25H29AsN5O7PtSi2 as an isolated structure.

Computed properties:
calculated total energy: -4704.18635 Eh
relative energy (zero: lowest compared OMol25 entry of this formula, charge and spin): 51.88 kcal per mole
HOMO-LUMO gap (spin up / spin down): 4.534 / 4.560 eV
HOMO (spin up / spin down): -10.9 / -10.9 eV
strongest force on any atom: 0.0325 hartree/bohr
net charge: +1

Last column: natural (NBO) charge in e.
Positions of all 70 atoms, in Å:
Pt (-0.5252, -0.2917, -0.9221)  1.119
O (-1.4681, -3.4639, -2.9340)  -0.523
C (-0.6415, -2.8233, -2.3547)  0.771
O (-1.0317, -2.0911, -1.2879)  -0.702
C (0.8036, -2.8314, -2.6853)  -0.293
C (1.2818, -3.9448, -3.3722)  -0.083
C (2.6155, -4.0334, -3.6861)  -0.024
C (3.5026, -3.0240, -3.3633)  -0.120
C (3.0081, -1.9074, -2.7341)  -0.058
C (1.6610, -1.7726, -2.3522)  0.447
O (1.3070, -0.6869, -1.6880)  -0.734
N (3.9679, -0.8233, -2.4911)  0.542
O (3.6192, 0.3030, -2.7731)  -0.396
O (5.0490, -1.1268, -2.0532)  -0.338
N (3.1149, -5.2129, -4.4091)  0.538
O (4.2801, -5.2074, -4.7315)  -0.362
O (2.3228, -6.0976, -4.6346)  -0.357
H (0.5969, -4.7369, -3.6431)  0.280
H (4.5508, -3.1005, -3.6152)  0.282
N (0.0117, 0.4038, 6.2923)  -0.536
C (-0.1486, -0.1130, 7.5610)  0.180
C (0.0564, 0.4323, 8.8282)  -0.264
C (-0.2458, -0.3819, 9.8958)  -0.181
C (-0.7289, -1.6960, 9.7193)  -0.219
C (-0.9255, -2.2257, 8.4673)  -0.172
C (-0.6335, -1.4107, 7.3682)  0.054
N (-0.7647, -1.6749, 6.0194)  -0.405
C (-0.3724, -0.5826, 5.4226)  0.302
C (-0.3897, -0.4344, 3.9686)  0.013
C (-0.8223, -1.5084, 3.1935)  -0.154
C (-0.8776, -1.3757, 1.8271)  0.037
N (-0.5221, -0.2324, 1.2054)  -0.558
C (-0.0945, 0.8027, 1.9378)  0.058
C (-0.0138, 0.7348, 3.3110)  -0.231
H (0.3663, 1.3166, 6.0679)  0.419
H (0.4296, 1.4364, 8.9707)  0.223
H (-0.1121, -0.0048, 10.8999)  0.225
H (-0.9480, -2.2930, 10.5929)  0.226
H (-1.2893, -3.2321, 8.3228)  0.231
H (-1.1125, -2.4311, 3.6732)  0.263
H (-1.2100, -2.1864, 1.1922)  0.236
H (0.1910, 1.6963, 1.4019)  0.214
H (0.3442, 1.6028, 3.8450)  0.226
C (-2.5991, 1.5221, -4.6053)  -1.145
Si (-3.0107, 2.1160, -2.9100)  1.499
C (-4.2685, 1.0906, -2.0326)  -1.150
C (-3.3081, 3.9377, -2.7817)  -1.149
As (-0.9641, 1.8805, -1.5996)  0.030
Si (0.9782, 2.5621, -2.9427)  1.486
C (1.1030, 1.3046, -4.2966)  -1.140
C (2.2796, 2.6899, -1.6367)  -1.149
C (0.5188, 4.2362, -3.6063)  -1.150
H (-3.5201, 1.5617, -5.1927)  0.276
H (-2.2431, 0.4918, -4.6083)  0.266
H (-1.8554, 2.1481, -5.0964)  0.254
H (-5.2484, 1.2172, -2.4979)  0.269
H (-4.3503, 1.3855, -0.9860)  0.256
H (-4.0141, 0.0301, -2.0721)  0.265
H (-4.2055, 4.2116, -3.3395)  0.270
H (-2.4752, 4.5136, -3.1849)  0.254
H (-3.4559, 4.2349, -1.7427)  0.255
H (0.7056, 0.3276, -4.0306)  0.254
H (2.1593, 1.1655, -4.5303)  0.286
H (0.5834, 1.6708, -5.1817)  0.248
H (2.2451, 1.8415, -0.9528)  0.259
H (2.1388, 3.6213, -1.0838)  0.244
H (3.2756, 2.6922, -2.0779)  0.282
H (-0.2765, 4.1804, -4.3500)  0.242
H (1.3920, 4.6736, -4.0968)  0.266
H (0.2131, 4.9234, -2.8171)  0.246

Forces on atoms 1 to 2 (eV/Å):
Pt 0.6 1.5 0.1
O 0.0 -0.3 -0.2


Entry 2:
The following is a DFT calculation (ωB97M-V/def2-TZVPD) of C22H42Cl3IrN4O4Si as an isolated structure.

Computed properties:
calculated total energy: -3157.78015 Eh
multiplicity: 5
relative energy (zero: lowest compared OMol25 entry of this formula, charge and spin): 20.83 kcal per mole
HOMO-LUMO gap (spin up / spin down): 7.881 / 6.335 eV
HOMO (spin up / spin down): -7.5 / -8.0 eV
strongest force on any atom: 0.0553 hartree/bohr

Last column: Löwdin spin population.
Positions of all 77 atoms, in Å:
C (2.5168, -2.3520, -5.9226)  0.001
C (2.0727, -1.5186, -7.0740)  0.004
H (1.9223, -3.2695, -5.8292)  0.000
H (2.4239, -1.8046, -4.9804)  0.002
H (3.5630, -2.6680, -6.0476)  0.000
C (1.9968, -2.0545, -8.3118)  0.006
C (2.2351, -3.5026, -8.6631)  0.001
H (1.7392, -1.4167, -9.1656)  0.000
H (1.5682, -4.1615, -8.0807)  0.000
H (3.2762, -3.8484, -8.5550)  0.000
H (1.9775, -3.6098, -9.7288)  0.000
Ir (0.3631, 1.3294, -3.9090)  2.669
Cl (1.8577, -0.0909, -2.8827)  0.437
Cl (1.8345, 2.9775, -4.4746)  0.243
C (0.2708, 3.8418, -2.0153)  0.037
O (0.1091, 2.6004, -2.1139)  0.078
N (-0.6334, 4.7659, -2.3699)  0.017
C (-2.0355, 4.4018, -2.6045)  0.002
C (-0.1248, 5.9494, -3.0665)  0.004
H (1.2261, 4.2744, -1.6716)  0.002
H (-2.3654, 3.7830, -1.7602)  0.000
H (-2.1595, 3.8465, -3.5527)  0.001
H (-2.6170, 5.3310, -2.6570)  0.000
H (0.7980, 6.2659, -2.5658)  0.001
H (-0.8699, 6.7409, -3.0336)  0.000
H (0.1004, 5.7212, -4.1205)  0.002
H (-0.1175, -4.7121, -1.3574)  0.000
H (-1.6915, -4.6150, -4.0918)  0.000
C (-1.1522, -5.0994, -1.3303)  0.000
C (-2.5079, -4.6764, -3.3836)  0.000
N (-2.0586, -4.2439, -2.0837)  0.000
H (-1.4684, -5.1405, -0.2755)  0.000
C (-2.4516, -3.0687, -1.5440)  0.000
O (-3.1954, -2.2470, -2.0965)  0.001
H (-3.3386, -4.0630, -3.7030)  0.000
H (-2.0440, -2.8909, -0.5202)  0.000
H (-1.1902, -6.1097, -1.7456)  0.000
H (-2.8512, -5.7023, -3.3306)  0.000
O (0.9077, 0.0212, -5.6138)  0.105
C (1.7735, -0.0540, -6.7640)  0.014
C (0.2142, 0.3443, -8.7691)  0.001
C (1.2188, 0.8096, -7.9030)  0.000
H (-0.2162, -0.6519, -8.6080)  0.000
C (-0.1728, 1.1470, -9.8675)  0.001
H (2.7367, 0.3634, -6.4501)  0.000
C (1.7826, 2.0679, -8.1019)  0.001
H (-0.9082, 0.7271, -10.5570)  0.000
C (0.4124, 2.3941, -10.0756)  0.001
C (1.3909, 2.8513, -9.1913)  0.000
H (2.5866, 2.3780, -7.4622)  0.000
H (0.0569, 3.0034, -10.9186)  0.000
H (1.8566, 3.8068, -9.3730)  0.000
Si (-0.8766, -0.1672, -5.5228)  0.042
Cl (-0.7979, -2.2482, -5.4248)  0.006
C (-2.3155, -0.3570, -6.7923)  0.026
C (-0.9948, 1.7865, -6.0239)  0.140
C (-1.8037, 0.3655, -3.9292)  0.067
H (-2.4560, 0.4585, -7.4855)  0.001
H (-3.1916, -0.4425, -6.1567)  0.001
H (-2.2224, -1.2916, -7.3564)  0.002
H (-2.0143, -0.4889, -3.2846)  0.005
H (-2.7218, 0.6368, -4.4752)  0.009
H (-1.5305, 1.2761, -3.3503)  0.014
H (-0.7938, 1.8398, -7.1014)  0.016
H (-0.2591, 2.4893, -5.5801)  0.016
H (-1.9847, 2.2278, -5.8709)  0.007
C (0.2656, 0.8175, 1.2866)  0.000
N (-1.0661, 0.8492, 0.7751)  0.001
C (-1.3871, 0.3994, -0.4804)  0.001
N (-2.7533, 0.3892, -0.7245)  0.000
O (-0.5379, 0.1422, -1.3446)  0.013
H (0.9476, 0.7756, 0.4355)  0.001
H (0.4242, -0.0457, 1.9453)  0.000
H (0.4778, 1.7198, 1.8651)  0.000
H (-1.8328, 0.9934, 1.4258)  0.000
H (-3.0551, -0.3144, -1.3909)  0.000
H (-3.3335, 0.4439, 0.0900)  0.000

Forces on atoms 1 to 2 (eV/Å):
C 0.2 -0.3 0.6
C -0.5 -0.3 -1.4


Entry 3:
The following is a DFT calculation (ωB97M-V/def2-TZVPD) of C3H5O3Pt as an isolated structure.

Computed properties:
calculated total energy: -461.97622 Eh
multiplicity: 4
relative energy (zero: lowest compared OMol25 entry of this formula, charge and spin): 106.49 kcal per mole
HOMO-LUMO gap (spin up / spin down): 6.004 / 5.366 eV
HOMO (spin up / spin down): -5.6 / -7.9 eV
strongest force on any atom: 0.2434 hartree/bohr

Last column: natural (NBO) charge in e.
Positions of all 12 atoms, in Å:
H (0.5010, -0.4943, -1.5428)  0.248
C (0.6369, -1.0275, -0.5847)  -0.208
C (-0.5681, -1.2776, 0.2498)  0.133
O (-1.3553, -0.0317, 0.3360)  -0.511
C (-0.7442, 1.0998, 0.3382)  0.415
O (-1.6858, 2.0420, 0.3556)  -0.661
Pt (1.8913, 1.5065, -0.0158)  -0.053
O (1.4950, -0.1898, 0.2801)  -0.756
H (1.1714, -1.9763, -0.7414)  0.215
H (1.1492, -0.5881, 1.1963)  0.477
H (-1.2372, -1.9633, -0.2891)  0.188
H (-1.2543, 2.9002, 0.4180)  0.513

Forces on atoms 1 to 2 (eV/Å):
H -0.2 -0.2 0.5
C 1.0 -0.4 1.0


Entry 4:
The following is a DFT calculation (ωB97M-V/def2-TZVPD) of the molecule C4H4N2O2.

Computed properties:
calculated total energy: -414.71336 Eh
SMILES: C=Cn1ncc(=O)o1
relative energy (zero: lowest compared OMol25 entry of this formula, charge and spin): 83.35 kcal per mole
HOMO-LUMO gap: 8.549 eV
HOMO: -8.8 eV
strongest force on any atom: 0.0508 hartree/bohr

Last column: natural (NBO) charge in e.
Positions of all 12 atoms, in Å:
C (3.0099, 0.0925, -0.0127)  -0.424
C (1.8754, -0.6459, 0.0135)  -0.041
N (0.5766, -0.1016, 0.0120)  0.074
N (0.2360, 1.1700, -0.0281)  -0.138
C (-1.1136, 1.2476, 0.0171)  -0.194
C (-1.6272, -0.1007, -0.0093)  0.663
O (-2.7212, -0.5935, -0.0210)  -0.565
O (-0.4915, -0.9269, 0.0115)  -0.298
H (3.0639, 1.1855, 0.0086)  0.229
H (3.9324, -0.4845, -0.0771)  0.218
H (1.8471, -1.7345, 0.0876)  0.235
H (-1.6975, 2.1571, 0.1177)  0.242

Forces on atoms 1 to 2 (eV/Å):
C -0.9 -1.0 0.0
C 0.7 0.9 0.1